Version P
A structure of composition CH2S3. Source: the Open Molecules 2025 dataset; level of theory: ωB97M-V/def2-TZVPD.

## Properties
Orbital gap ... 7.6 eV
Charge ... 0
HOMO energy ... -9.03 eV

CARTESIAN COORDINATES (ANGSTROEM)
C 0.47991 -0.12719 -0.58229
H -0.67363 -0.32944 1.37222
H -0.83409 1.23960 0.99293
S -0.04252 -1.39303 0.60684
S -0.57342 1.31276 -0.72676
S 1.64375 -0.70269 -1.66294

---

Version Q
A structure of composition CH2S3. Source: the Open Molecules 2025 dataset; level of theory: ωB97M-V/def2-TZVPD.

## Properties
Orbital gap ... 8.2 eV
Charge ... 0
HOMO energy ... -9.03 eV

CARTESIAN COORDINATES (ANGSTROEM)
C 0.24970 -0.15407 -0.03669
H -0.93155 -2.21323 -0.50739
H 0.69219 2.34242 0.93482
S -1.41262 -0.95383 -0.05205
S -0.35726 1.55222 -0.21187
S 1.75954 -0.57350 -0.12682

---

Structures ranked by computed energy, the most stable listed first: version Q, version P.

---

Version P
A cluster of 2 separate species, C3H9NO in total. Source: the Open Molecules 2025 dataset; level of theory: ωB97M-V/def2-TZVPD.

## Properties
Orbital gap ... 9.8 eV
Charge ... 0
HOMO energy ... -8.88 eV
SMILES ... C=C.NCO

CARTESIAN COORDINATES (ANGSTROEM)
C 1.74168 -1.02892 1.10890
C 2.95635 -0.48088 1.24168
H 1.42859 -1.89304 0.49112
H 0.95075 -0.67189 1.71902
H 3.69726 -1.32897 1.33646
H 3.04531 0.63189 1.12169
N -2.18090 1.36882 -1.60020
C -1.45764 0.72711 -0.54350
O -1.27356 -0.73481 -0.80740
H -3.13107 1.29951 -1.46123
H -1.98920 0.94279 -2.46927
H -2.11147 1.10430 0.26991
H -0.42059 1.14066 -0.53144
H -1.25551 -1.07656 0.12427

---

Version Q
An isolated molecule of C3H9NO. Source: the Open Molecules 2025 dataset; level of theory: ωB97M-V/def2-TZVPD.

## Properties
Orbital gap ... 10.0 eV
Charge ... 0
HOMO energy ... -8.96 eV
SMILES ... CNCOC

CARTESIAN COORDINATES (ANGSTROEM)
C -1.16441 -0.10646 1.63142
N 0.24884 -0.22955 1.25274
C 0.48164 -0.80706 -0.04730
O -0.22188 -0.20060 -1.10853
C 0.52887 0.71759 -1.86785
H -1.73388 -0.79178 1.01452
H -1.52083 0.91235 1.53689
H -1.28773 -0.38405 2.68018
H 0.76700 0.63112 1.34715
H 0.15711 -1.85438 -0.02837
H 1.55960 -0.76967 -0.19659
H 1.47751 0.27966 -2.17808
H -0.06488 0.98293 -2.74007
H 0.77303 1.61991 -1.29608

---

Version R
An isolated molecule of C3H9NO. Source: the Open Molecules 2025 dataset; level of theory: ωB97M-V/def2-TZVPD.

## Properties
Orbital gap ... 10.1 eV
Charge ... 0
HOMO energy ... -9.20 eV
SMILES ... NCCCO

CARTESIAN COORDINATES (ANGSTROEM)
N 1.52812 -0.95151 -0.29685
C 1.06282 0.15438 0.54911
C -0.14602 0.93175 0.00712
C -1.24036 0.00880 -0.51652
O -1.40848 -1.06532 0.42645
H 1.79461 -0.64275 -1.21415
H 0.76229 -1.63027 -0.36468
H 0.80015 -0.29488 1.51914
H 1.91693 0.82787 0.76163
H 0.14804 1.60509 -0.80641
H -0.56627 1.62038 0.76923
H -2.22414 0.52762 -0.71736
H -0.91228 -0.43187 -1.44600
H -1.51540 -0.65928 1.32929

---

Structures ranked by computed energy, the most stable listed first: version R, version Q, version P.

---

Version P
A cluster of 2 separate species, C3H9NO in total. Source: the Open Molecules 2025 dataset; level of theory: ωB97M-V/def2-TZVPD.

## Properties
Orbital gap ... 8.8 eV
Charge ... 0
HOMO energy ... -7.76 eV
SMILES ... C/C=C/N.O

CARTESIAN COORDINATES (ANGSTROEM)
C 1.87512 0.61450 2.10508
C 0.60585 0.48518 1.31400
C -0.55287 0.85342 1.86488
N -1.84480 0.86674 1.33210
H 2.58941 -0.14526 1.79061
H 1.73541 0.54527 3.18199
H 2.31247 1.59427 1.89822
H 0.49142 -0.11438 0.41640
H -0.54713 1.11983 2.92141
H -2.45960 1.51527 1.75557
H -1.86599 0.74651 0.33010
O -0.09044 -2.28581 -5.20522
H 0.29263 -2.15330 -6.09058
H -0.86092 -2.81453 -5.34400

---

Version Q
A structure of composition C3H9NO. Source: the Open Molecules 2025 dataset; level of theory: ωB97M-V/def2-TZVPD.

## Properties
Orbital gap ... 9.3 eV
Charge ... 0
HOMO energy ... -8.55 eV

CARTESIAN COORDINATES (ANGSTROEM)
C -0.09462 1.26700 0.13001
C -0.83940 -1.87930 -0.33605
C 0.18725 -2.09664 0.46105
N 0.48524 1.28691 -1.05464
O -1.37258 1.52128 0.12516
H -1.76877 1.68423 -0.76655
H 1.36467 1.69734 1.85029
H -0.02541 1.46378 -1.93127
H 1.46687 1.09003 -1.13736
H -0.86378 -2.23333 -1.34994
H -1.70589 -1.32165 0.00321
H 1.05918 -2.63472 0.13499
H 0.21087 -1.73325 1.47008
H 1.89636 1.88831 2.40102

---

Structures ranked by computed energy, the most stable listed first: version P, version Q.

---

Version P
An isolated molecule of C3H5N3. Source: the Open Molecules 2025 dataset; level of theory: ωB97M-V/def2-TZVPD.

## Properties
Orbital gap ... 10.0 eV
Charge ... 0
HOMO energy ... -9.08 eV
SMILES ... Nc1ccn[nH]1

CARTESIAN COORDINATES (ANGSTROEM)
N 1.63386 -0.89987 -0.05342
C 0.39950 -0.21467 -0.18452
C -0.05596 0.82956 0.58066
C -1.46263 0.80943 0.42446
N -1.82447 -0.08999 -0.47939
N -0.68147 -0.69019 -0.85495
H 1.80720 -0.96338 0.94862
H 2.44343 -0.44977 -0.46652
H 0.66057 1.60590 0.78235
H -2.23640 1.31250 0.99660
H -0.68364 -1.24952 -1.69390

---

Version Q
An isolated molecule of C3H5N3. Source: the Open Molecules 2025 dataset; level of theory: ωB97M-V/def2-TZVPD.

## Properties
Orbital gap ... 10.2 eV
Charge ... 0
HOMO energy ... -9.36 eV
SMILES ... Cn1ccnn1

CARTESIAN COORDINATES (ANGSTROEM)
C 1.57585 -0.20682 -0.01601
N 0.23430 -0.10313 0.02182
C -0.64626 0.79070 -0.12524
C -1.97874 0.18544 -0.01794
N -1.61185 -1.05337 0.02259
N -0.31229 -1.32233 -0.04233
H 2.09447 -1.07673 -0.66393
H 2.08520 -0.28917 0.98754
H 1.85774 0.67754 -0.39341
H -0.23251 1.91402 0.21569
H -3.06591 0.48385 0.01122

---

Structures ranked by computed energy, the most stable listed first: version P, version Q.

---

Version P
An isolated molecule of C3H5N3. Source: the Open Molecules 2025 dataset; level of theory: ωB97M-V/def2-TZVPD.

## Properties
Orbital gap ... 9.5 eV
Charge ... 0
HOMO energy ... -8.96 eV
SMILES ... C/N=N/C=C=N

CARTESIAN COORDINATES (ANGSTROEM)
C 1.53105 0.74349 0.58621
N 0.35137 0.14604 0.01093
N 0.23336 -1.07877 -0.07528
C -1.07663 -1.51681 -0.44623
C -1.91725 -0.47816 -0.46666
N -1.73506 0.70936 -0.16209
H 1.52929 0.60245 1.67260
H 1.45861 1.81600 0.38294
H 2.44461 0.33258 0.15473
H -1.25556 -2.55545 -0.66767
H -1.56381 1.27927 -0.98948

---

Version Q
An isolated molecule of C3H5N3. Source: the Open Molecules 2025 dataset; level of theory: ωB97M-V/def2-TZVPD.

## Properties
Orbital gap (spin up / spin down) ... 8.1 / 8.2 eV
Charge ... 0
HOMO energy (spin up / spin down) ... -8.18 / -8.35 eV

CARTESIAN COORDINATES (ANGSTROEM)
C -0.29012 1.44903 -0.53552
N 0.16286 -1.43947 0.95351
C -0.78146 0.14514 -0.81175
C 0.34622 -0.63658 -0.17087
N 0.85318 0.93305 0.20992
N -0.21459 1.29546 0.94582
H -0.31989 2.39586 -1.05044
H -0.34509 -0.94395 1.68105
H 1.02020 -1.85138 1.30058
H -1.41696 -0.19248 -1.62529
H 0.98565 -1.15468 -0.89701

---

Structures ranked by computed energy, the most stable listed first: version P, version Q.

---

Version P
An isolated molecule of C3H5N3. Source: the Open Molecules 2025 dataset; level of theory: ωB97M-V/def2-TZVPD.

## Properties
Orbital gap (spin up / spin down) ... 7.7 / 7.7 eV
Charge ... 0
HOMO energy (spin up / spin down) ... -7.27 / -7.27 eV

CARTESIAN COORDINATES (ANGSTROEM)
C 1.48685 0.31312 1.32965
C -0.40584 -0.16033 -0.19109
C -1.65344 -0.25533 -0.94731
N 0.32315 0.00941 0.70923
N 2.19566 2.36583 0.29502
N 2.19945 1.53050 1.15842
H 1.83712 -0.22210 2.23831
H -1.30631 0.25329 -1.91408
H -2.11978 -1.16290 -1.27567
H -2.42996 0.46729 -0.51494
H 2.86019 1.63048 1.93831

---

Version Q
An isolated molecule of C3H5N3. Source: the Open Molecules 2025 dataset; level of theory: ωB97M-V/def2-TZVPD.

## Properties
Orbital gap ... 8.8 eV
Charge ... 0
HOMO energy ... -8.35 eV
SMILES ... [H]/N=N/C(N)=C=C

CARTESIAN COORDINATES (ANGSTROEM)
H 0.67676 2.69941 0.82333
N 0.23215 1.78143 0.70819
N 0.92070 1.16984 -0.12179
C 0.46521 -0.17575 -0.41268
N 1.36964 -0.85826 -1.23226
C -0.64164 -0.58665 0.16253
C -1.66030 -0.68373 0.97254
H 0.97404 -1.67379 -1.68084
H 1.83372 -0.22903 -1.87618
H -2.66753 -0.39245 0.66964
H -1.50275 -1.05102 1.98751

---

Structures ranked by computed energy, the most stable listed first: version Q, version P.